{"formula": "C2H2N2O3", "method": "wB97M-V/def2-TZVPD", "multiplicity": 1, "total_energy_ev": -11224.75971, "e_above_lowest_ev": 4.045, "lumo_energy_ev": [-1.1, -1.0], "symbols": ["C", "C", "N", "N", "O", "O", "O", "H", "H"], "coordinates": [[-2.38141, -0.10690, 0.12905], [1.48732, 0.69613, 0.13782], [-1.45663, -0.86260, -0.07973], [-0.38565, -1.15741, -0.54503], [-3.27799, 0.61033, 0.35056], [1.96563, -0.47139, 0.10226], [0.51094, 1.01822, -0.49031], [1.38024, -1.00016, -0.36919], [2.15756, 1.27379, 0.76457]], "forces_ev_per_a": [[-0.066, 0.617, -0.253], [-0.463, 2.043, -0.407], [-1.401, 0.415, 0.572], [0.568, -1.650, -0.803], [-0.108, -0.319, 0.217], [3.742, -1.576, 1.697], [-0.116, 1.468, 0.346], [-1.859, -2.086, -1.635], [-0.298, 1.088, 0.265]], "nbo_charge": [0.79, 0.65, -0.30, -0.07, -0.44, -0.65, -0.61, 0.50, 0.12]}